[1]
85
Properties=species:S:1:pos:R:3:forces:R:3 method="wB97M-V/def2-TZVPD" homo_energy_ev="-1.80 / -3.90" largest_force_ev_per_a=2.3 s2=6.05 relative_energy_kj_mol=206.5 charge=-1 gap_ev="3.594 / 5.131" energy_ha=-4947.786031 spin_multiplicity=5
Rh 0.78148 -0.88351 -0.30732 -0.415 -0.582 -0.124
O 1.14048 -1.40041 1.63478 -0.715 -0.268 -0.416
C 2.26788 -1.32561 2.26118 0.624 0.185 0.650
C 2.27078 -1.36721 3.67078 -0.154 0.184 -0.338
C 3.43478 -1.27251 4.40088 -0.104 -0.007 0.310
C 4.66348 -1.13281 3.75348 0.235 -0.001 -0.251
C 4.70528 -1.10831 2.38028 0.300 0.040 0.490
C 3.53888 -1.21731 1.59138 -0.429 -0.107 -1.030
C 3.65538 -1.21321 0.18798 1.477 0.156 1.763
N 2.65328 -1.23141 -0.68642 -1.498 -0.927 -1.102
N 2.99438 -1.21671 -1.97982 0.270 0.298 -0.996
C 2.00178 -0.92921 -2.79692 0.799 -0.296 1.083
O 0.81848 -0.62941 -2.37752 -0.409 0.411 0.190
C 2.29238 -0.92241 -4.22812 0.063 -0.100 -0.575
C 3.61468 -1.00451 -4.67782 -0.195 0.029 0.174
C 3.89618 -0.96391 -6.02572 0.067 0.021 -0.184
C 2.86998 -0.85201 -6.95422 -0.068 0.002 -0.021
C 1.55448 -0.80141 -6.51562 0.101 0.035 -0.312
C 1.26178 -0.82861 -5.16812 0.133 -0.022 0.476
H 1.31568 -1.46671 4.16748 -0.121 -0.021 0.012
H 3.38898 -1.29321 5.48168 0.016 -0.051 0.069
H 5.57168 -1.05291 4.33708 0.063 0.021 -0.046
H 5.65168 -0.98421 1.87178 0.102 -0.041 -0.067
H 4.65428 -1.18031 -0.23962 -0.087 0.187 -0.040
H 4.39768 -1.09411 -3.94012 0.041 0.007 0.011
H 4.92298 -1.01641 -6.36162 0.073 -0.003 -0.022
H 3.09498 -0.80071 -8.01012 0.006 -0.045 -0.092
H 0.75228 -0.74111 -7.23702 -0.090 0.030 -0.072
H 0.24018 -0.79111 -4.81962 -0.052 0.008 0.068
N 1.64898 4.81719 0.77458 -0.218 -0.087 -0.252
C 0.57098 4.58089 -0.02952 0.646 0.109 0.076
N -0.28132 5.62219 -0.25952 0.085 -0.024 0.168
N 0.38228 3.48649 -0.68822 -1.313 0.981 -0.564
C 1.09078 2.41259 -0.56692 1.065 -0.694 0.264
N 1.68098 1.41809 -0.49352 0.175 0.683 0.178
H 1.60888 5.53119 1.48148 -0.046 -0.032 -0.076
H 2.22518 4.01709 0.98198 -0.013 -0.052 0.076
H -0.40172 6.29639 0.47938 -0.012 -0.041 -0.089
H -1.11972 5.35049 -0.74762 -0.046 -0.022 0.063
N -0.94902 -0.21241 0.03198 -0.748 0.966 0.297
P -2.07122 0.72009 0.56608 -0.099 -0.867 -0.343
C -3.04102 1.52309 -0.76362 0.117 -0.017 0.203
C -2.32562 1.71129 -1.94492 0.080 -0.191 0.156
C -2.88202 2.41809 -2.99362 -0.191 0.151 -0.178
C -4.17012 2.92779 -2.88542 0.161 -0.034 -0.030
C -4.88122 2.75539 -1.70952 -0.154 0.082 -0.006
C -4.31842 2.07169 -0.64542 0.149 -0.193 0.034
C -1.55712 2.15189 1.57798 0.165 0.377 0.322
C -2.35502 3.29129 1.74448 0.137 -0.706 -0.343
C -1.91512 4.34799 2.50868 0.279 0.383 0.381
C -0.68762 4.27959 3.15858 -0.085 -0.327 -0.131
C 0.09968 3.13779 3.01768 0.027 0.566 0.382
C -0.31692 2.09309 2.22318 -0.410 -0.442 -0.336
C -3.11562 -0.20391 1.75838 -0.036 0.353 0.060
C -4.49962 -0.34691 1.79948 0.311 0.132 -0.217
C -5.09212 -1.01221 2.85958 -0.208 -0.149 0.154
C -4.32012 -1.54381 3.87998 0.102 0.007 -0.070
C -2.93462 -1.43481 3.82608 -0.222 -0.126 0.186
C -2.34192 -0.77141 2.77488 0.078 0.139 -0.313
H -1.33102 1.28979 -2.01902 0.069 -0.056 -0.076
H -2.31152 2.57919 -3.89792 0.027 -0.068 -0.046
H -4.62022 3.45699 -3.71442 0.012 0.049 -0.035
H -5.87892 3.16349 -1.61742 -0.052 0.000 0.010
H -4.88022 1.97329 0.27178 -0.034 -0.021 0.067
H -3.31522 3.34709 1.25478 -0.060 0.065 -0.040
H -2.52322 5.23819 2.60798 -0.089 0.006 0.031
H -0.35722 5.10319 3.77658 0.056 0.045 0.065
H 1.04638 3.08179 3.53858 0.080 -0.076 -0.014
H 0.30718 1.21749 2.07808 0.042 -0.039 0.031
H -5.11772 0.03339 0.99998 -0.040 0.032 -0.038
H -6.16952 -1.12301 2.88658 0.006 -0.003 -0.011
H -4.79112 -2.06061 4.70438 -0.037 -0.026 0.040
H -2.32462 -1.87441 4.60368 0.035 -0.012 0.001
H -1.26462 -0.70141 2.69468 0.151 -0.101 0.098
Se -0.15652 -3.22491 -1.44602 -0.049 -0.025 0.143
C 0.23918 -4.91051 -0.66822 0.024 0.267 -0.028
C 1.41958 -5.16271 0.03448 -0.101 0.068 0.007
C 1.68078 -6.45131 0.45628 0.134 0.081 0.088
N 0.87318 -7.48351 0.24778 0.057 -0.477 0.207
C -0.26322 -7.23341 -0.39032 -0.125 -0.116 -0.057
C -0.62732 -5.99171 -0.86372 0.117 0.232 0.037
H 2.11808 -4.36291 0.24118 0.026 0.038 -0.043
H 2.59338 -6.68441 0.99358 0.097 0.106 0.023
H -0.91742 -8.08831 -0.52242 -0.100 -0.024 -0.084
H -1.56512 -5.84571 -1.38032 -0.054 -0.017 -0.032

[2]
85
Properties=species:S:1:pos:R:3:forces:R:3 method="wB97M-V/def2-TZVPD" homo_energy_ev="-7.74 / -7.93" largest_force_ev_per_a=0.8 s2=8.80 relative_energy_kj_mol=0.0 gap_ev="7.603 / 6.078" energy_ha=-7830.836491 spin_multiplicity=6
Ir -1.29449 0.77235 1.06096 0.306 0.744 0.004
Br -3.66157 3.55508 1.32432 0.032 -0.069 -0.027
C -3.31382 2.60028 2.90811 0.277 -0.131 0.135
C -4.11444 2.78622 4.02037 -0.069 0.019 0.045
C -3.77970 2.10846 5.18328 -0.122 0.069 0.037
C -2.65642 1.30115 5.21334 0.034 -0.041 0.121
C -1.92299 1.16652 4.05239 -0.051 0.179 -0.267
N -2.25907 1.79765 2.92513 -0.427 0.134 0.079
C -0.65234 0.33916 3.99181 0.201 -0.196 -0.095
O -0.15416 0.00212 5.05081 0.036 -0.062 -0.172
O -0.19864 0.09237 2.80404 -0.022 -0.043 0.490
H -4.96958 3.44421 3.96745 0.016 -0.016 0.016
H -4.39452 2.22582 6.06708 0.019 0.007 -0.020
H -2.32628 0.78022 6.10129 -0.018 0.013 -0.033
Cl -0.64066 3.21367 -3.30257 -0.046 -0.103 -0.152
C 0.11901 3.66679 -1.82486 -0.061 0.015 -0.249
C 1.01683 4.75277 -1.83605 -0.047 -0.003 -0.216
C 1.62072 5.17181 -0.69394 0.060 0.076 0.052
Cl 2.75027 6.49568 -0.74514 -0.094 -0.068 0.029
C 1.32881 4.53174 0.53209 0.057 0.064 0.151
C 1.83785 4.91671 1.79018 0.041 0.028 -0.061
C 1.46986 4.22473 2.90716 -0.026 -0.024 0.115
C 0.59693 3.12949 2.77957 0.084 -0.016 -0.108
N 0.11175 2.74917 1.62274 0.153 0.092 0.203
C 0.44764 3.43381 0.50696 -0.047 -0.046 0.336
C -0.17421 2.96491 -0.67927 -0.492 -0.442 -0.106
O -0.99337 1.92361 -0.63149 0.434 0.440 -0.217
H 1.21908 5.25573 -2.77328 -0.023 -0.065 0.031
H 2.50957 5.76188 1.85343 0.008 -0.004 -0.004
H 1.83444 4.50198 3.88782 -0.002 -0.024 -0.054
H 0.31538 2.55987 3.65527 0.003 0.001 -0.022
C 5.81359 -2.32128 0.25398 -0.055 -0.005 -0.015
C 4.35124 -2.24798 -0.10408 0.052 0.033 0.007
C 3.63193 -1.06819 0.03871 -0.004 0.018 0.062
C 2.28429 -0.98151 -0.29127 -0.010 0.004 -0.034
C 1.59650 0.34985 -0.11716 0.149 -0.291 -0.254
C 1.62965 -2.12299 -0.78549 0.094 0.121 -0.035
As -0.27266 -2.18629 -1.24034 -0.109 -0.277 -0.045
N -0.92853 -1.39570 0.36896 -0.456 -0.275 0.507
C -1.15533 -2.32507 1.35180 0.094 -0.117 -0.186
C -0.52401 -3.61095 1.35836 -0.160 0.351 0.067
C -0.73037 -4.50489 2.37862 -0.070 -0.016 0.123
C -1.58427 -4.18738 3.43637 -0.003 -0.004 0.000
C -2.24177 -2.96062 3.44637 0.069 -0.091 -0.045
C -2.04318 -2.05052 2.43224 0.031 -0.091 -0.108
C -0.66496 -0.98116 -2.71698 0.096 0.156 0.100
C -2.03108 -0.74092 -2.94921 -0.091 0.024 0.026
C -3.12832 -1.16950 -1.99841 0.102 0.174 -0.071
C -2.41211 -0.11476 -4.13191 -0.129 0.006 0.011
C -1.49537 0.24633 -5.10393 -0.058 0.153 -0.079
C -1.92742 0.94080 -6.37232 0.056 -0.047 0.091
C -0.16308 -0.06682 -4.88600 0.123 0.020 -0.055
C 0.27664 -0.68505 -3.72215 0.045 0.019 0.026
C 1.74886 -1.03321 -3.65165 -0.116 0.103 -0.012
C 2.33864 -3.32581 -0.94004 0.026 0.026 -0.035
C 1.74166 -4.60817 -1.49063 0.198 0.103 0.127
C 3.68650 -3.35994 -0.59745 0.052 -0.105 -0.007
H 6.19318 -1.34979 0.57101 -0.023 -0.032 -0.011
H 6.40711 -2.65686 -0.59931 -0.022 0.012 0.028
H 5.98005 -3.03167 1.06691 -0.013 0.027 -0.023
H 4.13257 -0.18202 0.41938 -0.015 -0.054 -0.036
H 2.32398 1.16004 -0.06494 0.046 -0.015 -0.013
H 1.04024 0.36097 0.82410 0.230 -0.071 0.040
H 0.90050 0.56529 -0.93186 0.105 -0.106 0.023
H 0.15471 -3.87741 0.56783 0.076 -0.059 -0.057
H -0.22843 -5.46444 2.35619 0.007 0.040 0.021
H -1.74457 -4.89857 4.23735 0.013 0.028 -0.025
H -2.92380 -2.71585 4.25063 0.001 -0.016 -0.017
H -2.62927 -1.14540 2.42377 0.027 0.057 -0.069
H -2.95341 -2.16924 -1.60083 0.031 -0.103 0.028
H -4.08552 -1.18412 -2.52012 0.042 -0.025 -0.027
H -3.24119 -0.50012 -1.14559 0.118 0.048 0.065
H -3.46924 0.07316 -4.30072 0.071 0.027 0.025
H -2.91124 1.39457 -6.25648 0.001 -0.016 0.001
H -1.97696 0.23901 -7.20739 -0.005 -0.013 0.004
H -1.22028 1.72586 -6.64826 -0.022 -0.034 0.027
H 0.57000 0.17156 -5.65324 -0.058 -0.006 0.056
H 2.18196 -0.98266 -4.65056 -0.019 0.052 0.014
H 1.92179 -2.03644 -3.27142 0.015 -0.027 -0.020
H 2.30446 -0.34459 -3.01102 -0.032 -0.032 0.030
H 0.76399 -4.47091 -1.93457 -0.127 0.004 -0.065
H 1.64552 -5.35850 -0.70107 0.003 0.020 0.000
H 2.39979 -5.02751 -2.25180 0.029 -0.001 0.001
H 4.23386 -4.28999 -0.73455 -0.023 0.059 0.019
F -3.23873 0.28144 1.08115 -0.601 -0.286 -0.229

[3]
78
Properties=species:S:1:pos:R:3:forces:R:3 method="wB97M-V/def2-TZVPD" homo_energy_ev=-8.22 largest_force_ev_per_a=1.2 relative_energy_kj_mol=0.0 gap_ev=8.490 energy_ha=-2313.598026
Be 1.18901 1.35439 -0.96614 -0.193 -0.251 0.312
C -1.47729 4.29944 -0.29692 -0.008 0.027 0.125
C -0.76901 4.89725 0.74230 -0.044 -0.144 -0.095
C 0.31206 4.23727 1.28700 -0.041 0.040 0.057
C 0.68375 2.98671 0.78843 -0.316 0.403 0.207
N 0.04171 2.46797 -0.27532 0.168 0.193 0.217
C -1.01971 3.09391 -0.77705 -0.192 -0.030 -0.188
C 1.75990 2.14870 1.31176 0.428 -0.455 0.229
C 2.36877 2.37783 2.54769 -0.141 0.122 -0.076
C 3.38496 1.54365 2.97007 0.053 -0.064 0.042
C 3.78448 0.48291 2.16252 -0.011 0.060 0.067
C 3.15855 0.25647 0.94680 -0.100 -0.161 -0.276
C 2.11978 1.06405 0.48396 -0.082 0.370 0.077
H -2.34826 4.76801 -0.73030 -0.007 -0.018 -0.027
H -1.07146 5.86587 1.11746 0.037 0.012 0.026
H 0.88676 4.69745 2.07685 -0.003 -0.073 0.067
H -1.51907 2.59373 -1.59798 0.017 0.053 -0.035
H 2.04202 3.18827 3.18877 0.035 0.043 -0.003
H 3.86846 1.71558 3.92284 -0.008 -0.005 0.020
H 4.59221 -0.16105 2.48879 -0.002 -0.029 -0.001
H 3.49317 -0.57347 0.33046 0.037 -0.025 0.027
C -1.72870 -2.39182 -0.76563 0.240 0.264 0.014
C -2.51527 -1.59549 0.29130 0.295 0.115 -0.409
P -1.33864 -0.59309 1.32502 -0.191 -0.144 0.039
C -0.91958 -1.90690 2.53867 0.150 0.137 -0.084
C -1.85159 -2.43321 3.43283 0.045 -0.135 -0.017
C -1.48235 -3.42953 4.31990 -0.061 0.012 0.014
C -0.17614 -3.90339 4.33121 0.038 -0.016 -0.001
C 0.75812 -3.37973 3.45282 0.036 -0.110 0.051
C 0.38586 -2.38735 2.55578 -0.051 0.042 -0.010
C -2.48694 0.40229 2.34731 0.173 0.232 -0.066
C -2.09637 0.73723 3.64685 -0.038 0.059 -0.077
C -2.86577 1.59156 4.41764 0.021 0.009 0.038
C -4.01917 2.15720 3.89234 -0.041 0.057 0.022
C -4.40160 1.85494 2.59590 -0.068 0.027 -0.005
C -3.64026 0.98585 1.82767 0.052 -0.074 0.002
C -1.21117 -1.62938 -2.01517 -0.345 0.265 0.889
P 0.22699 -0.42225 -1.98094 -0.058 -0.683 -0.950
C 1.65682 -1.55324 -2.11018 0.191 0.003 0.134
C 2.84224 -1.01600 -2.61890 -0.078 0.012 0.070
C 3.97926 -1.79713 -2.72510 0.034 -0.017 -0.033
C 3.95397 -3.12514 -2.32051 -0.001 -0.018 0.032
C 2.78986 -3.66112 -1.79586 0.042 -0.053 -0.024
C 1.64632 -2.88094 -1.69206 -0.065 0.068 0.008
C 0.05502 0.08215 -3.74210 -0.050 0.015 0.001
C -0.26327 1.40083 -4.04826 -0.077 -0.094 -0.004
C -0.42653 1.80678 -5.36386 -0.060 -0.033 -0.050
C -0.28780 0.88757 -6.39044 -0.030 0.038 -0.024
C 0.01658 -0.43440 -6.09845 0.029 -0.107 0.003
C 0.19676 -0.83240 -4.78460 -0.011 0.004 0.052
H -2.38128 -3.18104 -1.14946 0.105 -0.059 0.055
H -0.89314 -2.87062 -0.24861 -0.074 -0.193 -0.071
H -3.04376 -2.29370 0.94269 -0.118 0.071 -0.048
H -3.24717 -0.95346 -0.20304 -0.005 0.029 0.040
H -2.86758 -2.05763 3.44174 -0.015 0.014 -0.008
H -2.21199 -3.83397 5.00993 0.000 -0.007 0.004
H 0.10857 -4.68062 5.02819 0.022 0.003 0.020
H 1.77931 -3.73779 3.47337 0.008 -0.006 -0.036
H 1.11211 -1.97083 1.86871 0.079 0.068 -0.002
H -1.17467 0.33380 4.04828 -0.034 -0.053 0.051
H -2.56645 1.81687 5.43338 0.040 0.043 -0.018
H -4.60577 2.84538 4.48685 -0.039 -0.040 0.019
H -5.29990 2.29212 2.17820 0.011 0.019 -0.001
H -3.95084 0.77258 0.81260 -0.021 -0.008 0.004
H -2.03983 -1.04240 -2.42250 0.033 -0.050 -0.099
H -0.92649 -2.36822 -2.76735 -0.001 0.130 -0.051
H 2.86126 0.02127 -2.92728 0.105 0.001 -0.074
H 4.88973 -1.37113 -3.12492 -0.005 0.036 -0.017
H 4.83953 -3.73958 -2.41269 0.028 0.000 0.015
H 2.76491 -4.69290 -1.46953 -0.006 -0.006 0.000
H 0.75318 -3.32795 -1.28089 -0.036 0.001 -0.017
H -0.35876 2.12919 -3.25848 0.062 0.061 0.007
H -0.65348 2.84123 -5.58453 0.014 0.011 0.007
H -0.41124 1.19846 -7.41921 -0.004 0.014 -0.019
H 0.11738 -1.16085 -6.89458 0.037 0.025 -0.021
H 0.46296 -1.86037 -4.56856 0.020 -0.021 -0.012
N 2.62761 2.82865 -3.01340 -0.003 0.003 0.015
C 2.03834 2.22467 -2.22408 0.049 -0.028 -0.131